Entry 1:
44
Properties=species:S:1:pos:R:3:mulliken_charge:R:1 method="wB97M-V/def2-TZVPD" de_lowest_kj_mol=0.0 energy_ev=-43370.8982 e_lumo_ev=0.061 smiles="COC(=O)c1ccc(NC(=O)CSc2nnc(-c3ccncc3)n2C)cc1" gap_ev=8.56 homo_energy_ha=-0.312
C 6.4057 -2.5631 -3.8087 -0.69
O 5.0292 -2.4603 -3.4791 -0.28
C 4.7158 -2.0276 -2.2455 0.85
O 5.5394 -1.7277 -1.4140 -0.64
C 3.2548 -1.9656 -2.0287 0.05
C 2.3384 -2.3040 -3.0218 -0.70
C 0.9818 -2.2308 -2.7798 -0.69
C 0.5200 -1.8154 -1.5315 0.96
N -0.8311 -1.7192 -1.2092 0.04
C -1.9062 -1.9064 -2.0091 0.74
O -1.8917 -2.2263 -3.1760 -0.64
C -3.2262 -1.6810 -1.2681 -0.90
S -3.6225 0.0874 -1.0640 -0.19
C -2.7218 0.4483 0.3736 0.41
N -1.8388 -0.3252 0.9601 -0.24
N -1.3883 0.3173 2.0409 -0.91
C -1.9816 1.4804 2.1129 0.42
C -1.7244 2.4475 3.1646 0.64
C -1.3779 1.9804 4.4335 -0.45
C -1.1241 2.9060 5.4305 -0.38
N -1.1918 4.2141 5.2455 -0.61
C -1.4979 4.6554 4.0393 -0.38
C -1.7704 3.8259 2.9624 -0.39
N -2.8590 1.6163 1.0611 0.09
C -3.7896 2.6647 0.7564 -1.09
C 1.4367 -1.4763 -0.5326 -0.42
C 2.7884 -1.5504 -0.7809 -1.03
H 7.0155 -2.3727 -2.9232 0.33
H 6.6366 -1.8303 -4.5833 0.24
H 6.5881 -3.5695 -4.1852 0.23
H 2.6962 -2.6252 -3.9870 0.44
H 0.2743 -2.4907 -3.5495 0.52
H -1.0231 -1.3922 -0.2533 0.14
H -3.2201 -2.1302 -0.2763 0.39
H -4.0409 -2.0810 -1.8712 0.44
H -1.3131 0.9199 4.6128 0.45
H -0.8563 2.5891 6.4294 0.38
H -1.5253 5.7314 3.9277 0.37
H -1.9783 4.2501 1.9932 0.46
H -3.3426 3.3953 0.0787 0.32
H -4.0987 3.1591 1.6766 0.48
H -4.6604 2.2276 0.2659 0.37
H 1.0730 -1.1545 0.4328 0.45
H 3.5084 -1.2905 -0.0200 0.44



Entry 2:
28
Properties=species:S:1:pos:R:3:mulliken_charge:R:1 method="wB97M-V/def2-TZVPD" de_lowest_kj_mol=263.6 energy_ev=-15527.0666 e_lumo_ev="-4.467 / -4.468" charge=+1 gap_ev="8.40 / 8.40" homo_energy_ha="-0.473 / -0.473"
C -2.9939 -0.7027 -0.8552 -0.81
C -3.6405 -0.1840 0.2498 -0.27
C -1.6492 -0.7290 -0.9305 -0.29
C -2.8577 0.2515 1.2628 -0.48
C -0.9483 -0.3052 0.2143 0.53
C 2.6360 -0.0565 1.1134 -0.65
C 2.5059 -1.4005 0.3379 -0.59
C 1.1492 0.3873 1.1522 -0.70
C 1.2592 -1.2355 -0.5870 -0.46
N -1.5747 0.0904 1.2756 -0.42
N 0.7757 2.4809 -1.0878 -0.28
N 0.4219 1.2482 -1.4566 -0.02
N 0.4643 -0.1199 -0.0001 0.32
H -3.5060 -0.9694 -1.7376 0.43
H -4.7757 -0.1440 0.4151 0.31
H -1.1444 -1.0250 -1.8646 0.50
H -3.3813 0.6916 2.0851 0.40
H 3.0969 -0.2711 2.0808 0.34
H 3.2501 0.6581 0.6107 0.32
H 3.4651 -1.7281 -0.3126 0.32
H 2.3293 -2.2503 1.0706 0.30
H 0.6784 -0.2139 2.0463 0.37
H 1.0409 1.4421 1.2544 0.39
H 1.5909 -0.8514 -1.6777 0.28
H 0.6038 -2.1139 -0.6911 0.34
H 0.0781 3.1840 -0.9765 0.24
H 1.6667 2.7633 -1.3856 0.25
H -0.5407 1.1031 -1.6062 0.31



Entry 3:
66
Properties=species:S:1:pos:R:3:mulliken_charge:R:1 method="wB97M-V/def2-TZVPD" de_lowest_kj_mol=0.0 energy_ev=-61241.3308 e_lumo_ev=-5.742 charge=+1 gap_ev=1.59 homo_energy_ha=-0.269
C -4.6264 -2.3939 0.9477 -0.98
Si -3.3509 -1.7294 -0.3324 0.25
C -1.8255 -2.8517 -0.1953 -1.04
C -4.1045 -1.9925 -2.0544 -0.94
N -3.0621 0.0010 0.1163 0.20
C -4.0438 1.0059 0.0160 -0.09
C -3.7980 2.3945 0.4258 -0.67
C -2.4517 2.7960 0.9613 0.46
C -2.1032 4.2002 1.4546 0.39
C -1.1154 5.1193 0.8386 -0.49
C -0.8864 6.4290 1.4739 -0.16
N -1.5400 6.8264 2.6439 0.15
P -1.2312 8.4160 3.4403 0.08
N 0.0945 8.3266 4.5491 -0.51
O -2.5640 8.7559 4.4329 -0.47
C -2.4963 5.9856 3.2638 -0.22
C -2.8049 4.6723 2.7023 -0.60
C -1.4321 1.7020 1.0241 -0.69
C -1.7951 0.3414 0.5852 0.13
H -5.6524 -1.9772 0.7318 0.33
H -4.2906 -2.1491 2.0027 0.31
H -4.7275 -3.5204 0.8718 0.32
H -1.2141 -2.7036 0.7441 0.32
H -2.2124 -3.9136 -0.1346 0.36
H -1.1732 -2.7259 -1.1081 0.30
H -5.1999 -1.7365 -1.9947 0.31
H -3.5601 -1.4537 -2.8784 0.34
H -4.0058 -3.0978 -2.2861 0.30
H -5.0523 0.7405 -0.3810 0.40
H -4.6312 3.1455 0.3472 0.39
H -0.5583 4.8129 -0.0890 0.42
H -0.1685 7.1648 1.0268 0.39
H 0.9976 8.2038 4.0874 0.28
H -0.0504 7.6634 5.3180 0.29
H -2.1922 8.9763 5.3173 0.35
H -3.0545 6.2895 4.1867 0.44
H -3.5588 4.0096 3.2048 0.40
H -0.4192 1.9624 1.4177 0.43
H -0.9620 -0.4108 0.6688 0.08
C 1.9899 -0.4209 -1.2018 -0.72
Si 3.2968 -1.7619 -1.4358 0.12
C 4.2835 -1.8516 0.1628 -1.02
C 4.4378 -1.1786 -2.8104 -1.03
N 2.4916 -3.2354 -1.8100 -0.02
Si 3.3488 -4.7061 -2.0994 0.14
C 4.3472 -5.2754 -0.6111 -1.00
C 4.4942 -4.6037 -3.5867 -1.02
C 2.0912 -6.0642 -2.4683 -1.00
H 2.4617 0.5371 -0.9588 0.34
H 1.4011 -0.2916 -2.1148 0.31
H 1.3109 -0.6889 -0.3849 -0.17
H 4.5832 -0.8467 0.4784 0.37
H 5.1943 -2.4395 0.0417 0.30
H 3.6875 -2.2920 0.9656 0.26
H 3.9315 -1.2112 -3.7776 0.27
H 5.3423 -1.7858 -2.8692 0.31
H 4.7504 -0.1451 -2.6285 0.34
H 5.2335 -4.6573 -0.4571 0.31
H 4.6892 -6.3042 -0.7595 0.36
H 3.7417 -5.2507 0.2979 0.26
H 3.9774 -4.1746 -4.4482 0.27
H 4.8392 -5.6040 -3.8650 0.35
H 5.3797 -4.0016 -3.3753 0.32
H 1.5006 -5.8153 -3.3531 0.26
H 1.4130 -6.2036 -1.6227 0.24
H 2.6042 -7.0119 -2.6549 0.28



Entry 4:
22
Properties=species:S:1:pos:R:3:mulliken_charge:R:1 method="wB97M-V/def2-TZVPD" energy_ev=-17368.8947 e_lumo_ev="-4.145 / -5.323" s_squared=0.75 charge=+1 gap_ev="7.87 / 8.63" homo_energy_ha="-0.442 / -0.513" spin_multiplicity=2
C 2.4791 -0.5227 -0.7558 -1.47
C 1.2214 -1.3539 -0.7655 0.06
O 0.1982 -0.7419 0.0337 -0.26
C -1.0519 -1.4216 -0.0448 -0.35
C -2.1663 -0.6468 0.6302 -0.64
O -2.8206 0.2852 -0.1897 -0.39
C -2.0994 1.4595 -0.4748 -0.43
H 3.2505 -1.0545 -1.3356 0.36
H 3.0490 -0.3406 0.1648 0.39
H 1.4070 -2.3562 -0.3488 0.32
H 0.8246 -1.4748 -1.7859 0.32
H -0.9366 -2.4062 0.4358 0.41
H -1.3144 -1.5754 -1.1033 0.38
H -1.7905 -0.1581 1.5508 0.28
H -2.9283 -1.3752 0.9380 0.36
H -2.8030 2.1796 -0.9095 0.33
H -1.6724 1.8963 0.4456 0.14
H -1.2836 1.2800 -1.1928 0.19
Bi 0.8624 0.8299 1.3926 0.98
O 1.4282 2.1496 0.0541 -0.69
H 0.8078 2.6828 -0.4456 0.33
H 2.2556 0.6002 -1.1168 0.40